# CH8P4

An isolated molecule of CH8P4 (ωB97M-V/def2-TZVPD, the Open Molecules 2025 dataset).

Results
**2S+1**: 3
**LUMO (spin up / spin down)**: 0.80 / -1.29 eV
**HOMO energy (spin up / spin down)**: -5.3 / -8.6 eV
**Net charge**: 0

```
13
CH8P4, DFT ωB97M-V/def2-TZVPD
C 1.467 1.308 0.360
P 1.272 -1.807 -0.323
P -2.811 0.187 0.699
P 0.367 0.101 -0.596
P -1.871 -0.277 -1.167
H 2.369 0.782 0.578
H 1.574 2.408 -0.115
H 1.000 1.380 1.308
H 0.192 -2.226 -1.099
H 0.697 -2.241 0.825
H -3.481 -1.070 0.945
H -3.945 0.673 -0.095
H 0.814 0.175 -1.837
```



# C5H11N

The ion C5H11N with charge -1 (ωB97M-V/def2-TZVPD, the Open Molecules 2025 dataset).

Results
**2S+1**: 2
**LUMO (spin up / spin down)**: 4.19 / 4.16 eV
**HOMO energy (spin up / spin down)**: 1.4 / -3.7 eV
**Net charge**: -1

```
17
C5H11N, DFT ωB97M-V/def2-TZVPD
C 0.429 -1.875 0.295
N -1.851 -0.129 -0.103
C -0.531 0.363 -0.200
C 0.513 -0.387 0.199
C 1.898 0.153 0.358
C -0.503 1.799 -0.597
H -0.035 -2.234 -0.630
H -0.188 -2.249 1.142
H 1.349 -2.455 0.397
H -1.954 -0.908 0.532
H -2.509 0.608 0.127
H 2.482 -0.173 -0.522
H 2.359 -0.229 1.276
H 2.102 1.221 0.311
H 0.466 2.082 -1.041
H -1.317 1.978 -1.290
H -0.536 2.519 0.230
```



# C14H19BCl2N2O4

An isolated molecule of C14H19BCl2N2O4 (ωB97M-V/def2-TZVPD, the Open Molecules 2025 dataset).

Results
**2S+1**: 1
**LUMO**: -0.16 eV
**SMILES**: CC(C)C[C@H](NC(=O)CNC(=O)c1cc(Cl)ccc1Cl)B(O)O
**HOMO energy**: -9.2 eV
**Net charge**: 0

```
42
C14H19BCl2N2O4, DFT ωB97M-V/def2-TZVPD
O 1.776 0.239 0.580
O -1.404 -2.272 1.706
Cl 1.438 5.471 0.059
Cl 0.153 1.265 4.442
O -1.667 -4.238 -2.378
O -1.993 -4.312 0.031
B -1.669 -3.590 -1.130
C 1.407 0.552 1.695
C -0.307 -2.007 1.272
C 0.910 4.723 2.611
C 0.617 3.783 3.568
C 1.524 2.933 1.055
C 1.335 4.285 1.337
C 0.727 2.421 3.291
C 1.252 2.000 2.050
N 1.111 -0.453 2.601
N -0.117 -1.977 -0.096
C 0.921 -1.833 2.127
C -0.561 0.286 -4.096
C 0.077 0.735 -1.691
C -0.915 0.000 -2.648
C -0.879 -1.551 -2.411
C -1.228 -2.083 -1.026
H -1.759 -5.208 -2.228
H -1.883 -3.717 0.787
H 0.914 5.805 2.879
H 0.241 4.105 4.531
H 1.887 2.638 0.093
H 0.451 -0.255 3.350
H 0.804 -1.892 -0.509
H 1.843 -2.092 1.588
H 0.895 -2.535 2.954
H -1.369 -0.060 -4.752
H 0.323 -0.254 -4.398
H -0.407 1.350 -4.246
H 0.017 1.827 -1.790
H 1.122 0.448 -1.799
H -0.201 0.502 -0.664
H -1.921 0.379 -2.415
H 0.137 -1.898 -2.632
H -1.533 -1.999 -3.145
H -2.070 -1.517 -0.551
```



# C4F12KN2O8S4

A structure of composition C4F12KN2O8S4 (ωB97M-V/def2-TZVPD, the Open Molecules 2025 dataset).

Results
**2S+1**: 2
**LUMO (spin up / spin down)**: -1.39 / -6.73 eV
**HOMO energy (spin up / spin down)**: -9.7 / -9.7 eV
**Net charge**: 0

```
31
C4F12KN2O8S4, DFT ωB97M-V/def2-TZVPD
K -1.455 -0.431 -0.274
C -2.274 3.326 0.854
F -2.681 4.434 1.525
F -2.126 2.293 1.741
F -3.259 2.971 0.065
S -0.702 3.526 -0.198
O -0.998 4.555 -1.257
O 0.297 3.850 0.782
N -0.514 1.951 -0.871
S 0.543 2.273 -1.885
O 0.045 3.021 -3.007
O 1.787 2.728 -1.281
C 1.109 0.547 -2.536
F 1.810 0.792 -3.702
F 2.027 -0.051 -1.741
F -0.001 -0.150 -2.709
C 0.468 -0.098 2.325
F 1.185 0.503 3.310
F -0.780 0.079 2.495
F 0.959 0.395 1.103
S 0.732 -2.005 2.479
O 2.200 -2.303 2.534
O -0.063 -2.357 3.665
N -0.184 -2.500 1.066
S 0.741 -3.555 0.406
O 2.082 -3.087 -0.079
O 0.780 -4.807 1.197
C -0.233 -3.914 -1.186
F 0.237 -4.944 -1.825
F -1.520 -4.056 -0.920
F -0.211 -2.986 -2.075
```



# C12H36O6

A cluster of 6 separate species, C12H36O6 in total (ωB97M-V/def2-TZVPD, the Open Molecules 2025 dataset).

Results
**2S+1**: 1
**LUMO**: 0.33 eV
**SMILES**: CCO.CCO.CCO.CCO.CCO.CCO
**HOMO energy**: -9.4 eV
**Net charge**: 0

```
54
C12H36O6, DFT ωB97M-V/def2-TZVPD
C -0.180 3.830 3.214
C 1.210 3.288 3.545
O 1.168 1.867 3.537
H -0.582 3.446 2.277
H -0.256 4.919 3.170
H -0.796 3.445 4.028
H 1.551 3.548 4.552
H 2.044 3.620 2.907
H 0.981 1.572 2.626
C 0.429 -3.699 3.373
C 1.368 -4.457 2.443
O 0.571 -5.250 1.543
H -0.329 -3.123 2.851
H 0.991 -3.105 4.095
H -0.066 -4.459 3.982
H 1.910 -5.175 3.062
H 2.047 -3.801 1.899
H 0.938 -6.135 1.537
C -0.221 -4.623 -2.604
C 1.241 -4.626 -2.148
O 1.993 -3.760 -2.993
H -0.596 -3.616 -2.409
H -0.775 -5.295 -1.953
H -0.267 -4.817 -3.672
H 1.599 -5.658 -2.081
H 1.324 -4.173 -1.152
H 2.935 -3.888 -2.866
C 0.264 -1.086 0.332
C -0.029 0.399 0.084
O 0.911 1.206 0.791
H 1.327 -1.199 0.546
H 0.009 -1.748 -0.492
H -0.260 -1.331 1.256
H -1.071 0.618 0.344
H 0.040 0.636 -0.985
H 0.978 2.007 0.230
C 3.007 3.895 -2.702
C 2.004 2.838 -2.256
O 1.436 3.274 -1.005
H 3.567 3.659 -3.609
H 3.693 4.168 -1.900
H 2.491 4.840 -2.912
H 2.541 1.922 -2.022
H 1.256 2.719 -3.039
H 0.733 3.910 -1.174
C -4.145 1.621 -1.048
C -4.925 2.580 -1.894
O -6.240 2.109 -2.139
H -4.701 1.304 -0.161
H -3.201 2.025 -0.675
H -3.841 0.693 -1.541
H -4.350 2.766 -2.810
H -5.020 3.522 -1.338
H -6.708 2.777 -2.644
```



# C6H24BaO6

A structure of composition C6H24BaO6 (ωB97M-V/def2-TZVPD, the Open Molecules 2025 dataset).

Results
**2S+1**: 1
**LUMO**: -6.31 eV
**HOMO energy**: -17.1 eV
**Net charge**: +2

```
37
C6H24BaO6, DFT ωB97M-V/def2-TZVPD
Ba 0.078 0.758 -0.398
C 2.155 2.890 2.447
O 1.787 2.049 1.370
H 3.184 2.986 2.794
H 1.815 3.922 2.364
H 1.662 2.503 3.339
H 2.352 2.325 0.644
C -1.732 1.860 -3.216
O -0.579 1.184 -2.903
H -1.792 1.897 -4.304
H -2.617 1.438 -2.741
H -1.773 2.932 -3.022
H 0.118 1.285 -3.555
C -0.690 -2.157 -2.684
O -0.676 -1.788 -1.316
H -1.523 -2.827 -2.893
H -0.718 -1.239 -3.271
H 0.278 -2.620 -2.877
H -0.617 -2.634 -0.867
C 3.347 -0.981 0.513
O 2.051 -1.304 0.081
H 3.345 -0.218 1.292
H 3.758 -1.887 0.958
H 3.963 -0.638 -0.318
H 2.163 -2.130 -0.396
C -3.210 -0.579 0.567
O -2.663 0.606 0.024
H -2.659 -1.445 0.201
H -3.058 -0.718 1.637
H -4.280 -0.572 0.360
H -3.308 1.316 0.082
C 0.115 -0.820 2.939
O -0.340 -1.101 1.640
H 1.146 -1.154 3.058
H 0.000 0.230 3.206
H -0.500 -1.344 3.670
H -0.584 -2.027 1.573
```



# CH4N2O2

An isolated molecule of CH4N2O2 (ωB97M-V/def2-TZVPD, the Open Molecules 2025 dataset).

Results
**2S+1**: 1
**LUMO**: 0.93 eV
**SMILES**: [H]/N=[N+](/[O-])OC
**HOMO energy**: -10.5 eV
**Net charge**: 0

```
9
CH4N2O2, DFT ωB97M-V/def2-TZVPD
C 1.283 -0.254 -0.071
N -2.006 0.798 -0.094
N -1.151 -0.005 0.223
O -1.156 -1.092 0.699
O 0.162 0.626 -0.227
H 1.032 -1.170 -0.603
H 1.278 -0.788 0.926
H 2.157 0.277 -0.387
H -1.599 1.609 -0.466
```



# C4H5ClIN2

The ion C4H5ClIN2 with charge +1 (ωB97M-V/def2-TZVPD, the Open Molecules 2025 dataset).

Results
**2S+1**: 1
**LUMO**: -4.61 eV
**SMILES**: ClC1=[NH+]C=CCN1I
**HOMO energy**: -13.3 eV
**Net charge**: +1

```
13
C4H5ClIN2, DFT ωB97M-V/def2-TZVPD
C 1.212 -0.762 0.022
C 1.456 0.539 0.039
C -0.868 1.089 0.003
C -0.170 -1.338 -0.019
N -1.205 -0.300 0.043
N 0.395 1.463 0.005
Cl -2.110 2.213 -0.022
I -3.149 -0.910 -0.009
H 2.006 -1.488 0.013
H 2.439 0.976 0.079
H -0.295 -1.919 -0.943
H -0.320 -2.018 0.829
H 0.609 2.453 -0.040
```



# C9H19F3O6

A cluster of 3 separate species, C9H19F3O6 in total (ωB97M-V/def2-TZVPD, the Open Molecules 2025 dataset).

Results
**2S+1**: 1
**LUMO**: 0.62 eV
**SMILES**: O=C(O)OCCOCC(F)(F)F.CCO.CCO
**HOMO energy**: -10.3 eV
**Net charge**: 0

```
37
C9H19F3O6, DFT ωB97M-V/def2-TZVPD
O -2.946 3.074 0.183
C -2.174 2.283 -0.224
O -1.437 2.533 -1.299
O -2.054 1.097 0.371
C -0.750 0.899 0.938
C -0.508 1.675 2.242
O 0.424 2.742 2.022
C -0.184 4.010 2.155
C 0.500 5.041 1.284
F 1.702 5.339 1.688
F -0.220 6.147 1.336
F 0.541 4.654 0.027
H -1.321 3.489 -1.368
H 0.068 1.147 0.256
H -0.663 -0.175 1.168
H -1.423 2.003 2.743
H -0.006 0.985 2.928
H -1.236 3.981 1.850
H -0.161 4.343 3.201
C 2.663 -2.757 0.113
C 1.768 -2.345 1.267
O 0.420 -2.186 0.833
H 2.625 -2.012 -0.683
H 3.698 -2.870 0.440
H 2.327 -3.705 -0.314
H 2.093 -1.390 1.679
H 1.800 -3.094 2.065
H 0.127 -3.034 0.474
C -0.700 -3.463 -3.947
C -0.818 -3.242 -2.451
O -0.558 -4.452 -1.736
H -1.401 -4.232 -4.274
H -0.904 -2.543 -4.496
H 0.303 -3.810 -4.208
H -1.824 -2.916 -2.191
H -0.110 -2.478 -2.114
H 0.337 -4.735 -1.958
```



# C18H19ClN4O2S

An isolated molecule of C18H19ClN4O2S (ωB97M-V/def2-TZVPD, the Open Molecules 2025 dataset).

Results
**2S+1**: 1
**LUMO**: 0.59 eV
**SMILES**: C=C[C@H](C)Sc1nc2c(c(=O)n(C)c(=O)n2C)n1Cc1ccccc1Cl
**HOMO energy**: -8.1 eV
**Net charge**: 0

```
45
C18H19ClN4O2S, DFT ωB97M-V/def2-TZVPD
C -0.687 -2.394 -1.625
C -1.734 -2.293 -0.826
C -1.705 -2.645 0.620
C -2.881 -3.503 1.049
H -2.845 -3.693 2.119
H -3.820 -3.005 0.816
H -2.848 -4.454 0.521
H -0.750 -3.091 0.901
S -1.782 -1.042 1.554
C -0.197 -0.459 1.176
N 0.864 -1.226 0.973
C 1.865 -0.358 0.714
C 1.411 0.951 0.762
N 0.070 0.861 1.069
C -0.881 1.944 1.118
C -1.910 1.779 0.028
C -1.496 1.466 -1.263
C -2.410 1.260 -2.278
C -3.766 1.369 -2.018
C -4.200 1.691 -0.745
C -3.275 1.893 0.268
Cl -3.862 2.289 1.846
H -5.253 1.782 -0.529
H -4.487 1.205 -2.804
H -2.065 1.016 -3.271
H -0.439 1.383 -1.466
H -1.366 1.960 2.098
H -0.316 2.871 0.980
C 2.261 2.073 0.526
O 1.941 3.248 0.536
N 3.570 1.661 0.257
C 4.059 0.363 0.207
O 5.226 0.142 -0.032
N 3.161 -0.659 0.441
C 3.602 -2.035 0.401
H 3.199 -2.563 1.263
H 3.249 -2.518 -0.511
H 4.690 -2.039 0.418
C 4.559 2.696 0.002
H 4.051 3.656 0.063
H 4.994 2.556 -0.987
H 5.354 2.638 0.744
H -2.675 -1.897 -1.185
H -0.735 -2.109 -2.662
H 0.257 -2.769 -1.267
```



# C11H39N15O8

A cluster of 8 separate species, C11H39N15O8 in total (ωB97M-V/def2-TZVPD, the Open Molecules 2025 dataset).

Results
**2S+1**: 1
**LUMO**: 0.38 eV
**SMILES**: COC[C@H](C)N.NC(N)=O.NC(N)=O.NC(N)=O.NC(N)=O.NC(N)=O.NC(N)=O.NC(N)=O
**HOMO energy**: -9.1 eV
**Net charge**: 0

```
73
C11H39N15O8, DFT ωB97M-V/def2-TZVPD
C -17.848 22.597 -8.275
O -18.255 22.133 -7.204
N -17.736 23.917 -8.517
N -17.315 21.892 -9.310
H -17.312 24.203 -9.378
H -18.098 24.527 -7.803
H -17.317 20.874 -9.234
H -16.814 22.430 -9.990
C -19.389 21.703 -3.946
O -19.634 21.610 -2.738
N -19.822 20.821 -4.823
N -18.574 22.640 -4.467
H -20.364 20.030 -4.522
H -19.665 20.975 -5.806
H -18.096 23.176 -3.748
H -18.415 22.729 -5.459
C -22.214 17.926 -6.538
O -22.229 19.112 -6.321
N -22.867 17.050 -5.778
N -21.363 17.369 -7.448
H -22.674 16.065 -5.792
H -23.512 17.391 -5.087
H -21.448 16.373 -7.550
H -20.895 17.975 -8.105
C -19.226 19.858 0.329
O -18.829 19.247 1.326
N -19.169 19.373 -0.914
N -19.711 21.107 0.498
H -19.015 18.385 -1.005
H -19.580 19.926 -1.657
H -20.006 21.375 1.422
H -20.177 21.660 -0.204
C -20.931 25.826 -2.840
O -20.150 26.587 -3.365
N -20.497 24.736 -2.110
N -22.259 25.759 -2.978
H -21.144 23.972 -2.054
H -19.540 24.621 -1.820
H -22.703 26.482 -3.519
H -22.786 25.110 -2.427
C -16.794 23.688 -1.405
O -17.176 24.194 -2.453
N -17.502 22.698 -0.832
N -15.623 23.989 -0.850
H -18.259 22.266 -1.345
H -17.073 22.176 -0.085
H -15.151 24.784 -1.246
H -15.221 23.428 -0.122
C -16.596 19.055 -7.476
O -16.984 19.218 -8.644
N -16.633 20.046 -6.580
N -16.013 17.915 -7.065
H -17.129 20.865 -6.930
H -16.379 19.856 -5.627
H -15.824 17.187 -7.730
H -15.649 17.857 -6.131
C -22.036 16.782 -11.354
C -21.279 17.896 -12.034
C -21.253 19.083 -11.055
O -20.530 18.839 -9.882
C -20.285 20.032 -9.166
N -19.898 17.372 -12.222
H -23.050 17.159 -11.206
H -21.707 16.533 -10.344
H -21.892 15.889 -11.965
H -21.775 18.220 -12.947
H -22.240 19.392 -10.691
H -20.843 19.934 -11.613
H -21.194 20.617 -8.996
H -19.649 20.717 -9.732
H -19.788 19.812 -8.223
H -19.226 18.124 -12.075
H -19.701 16.910 -11.337
```



# C24H33IrNO3

A structure of composition C24H33IrNO3 (ωB97M-V/def2-TZVPD, the Open Molecules 2025 dataset).

Results
**2S+1**: 7
**LUMO (spin up / spin down)**: -2.12 / -6.61 eV
**HOMO energy (spin up / spin down)**: -8.7 / -11.6 eV
**Net charge**: +1

```
62
C24H33IrNO3, DFT ωB97M-V/def2-TZVPD
O 6.656 1.101 -0.790
C 7.289 0.237 -1.784
C 8.696 0.788 -1.533
H 6.876 0.465 -2.767
H 7.198 -0.830 -1.537
C 7.956 1.748 -0.583
H 9.179 1.218 -2.409
H 9.322 0.098 -0.973
C 8.017 3.192 -1.037
H 7.779 3.316 -2.101
H 9.048 3.544 -0.901
H 7.387 3.836 -0.410
C 8.407 1.617 0.848
H 8.367 0.577 1.167
H 7.779 2.220 1.507
H 9.437 1.980 0.926
Ir 0.007 0.092 0.607
C -0.757 -1.177 2.120
C -0.731 -1.993 0.937
C 0.626 -2.073 0.482
H -1.594 -2.446 0.460
C 1.454 -1.369 1.422
C 0.601 -0.723 2.378
H 0.923 -0.092 3.204
H -1.647 -0.891 2.690
H 0.970 -2.551 -0.435
H 2.538 -1.307 1.397
C -1.473 1.807 0.605
C -0.539 1.759 1.700
C 0.804 1.913 1.137
H -0.787 1.688 2.754
C 0.656 2.089 -0.284
C -0.737 2.024 -0.599
H -1.152 2.153 -1.587
H -2.541 1.680 0.689
H 1.719 1.947 1.697
H 1.457 2.212 -1.003
O 3.795 1.300 -2.427
C 3.951 0.934 -1.019
C 4.153 -0.583 -0.897
H 3.048 1.209 -0.451
H 4.797 1.482 -0.593
C 4.259 -1.077 -2.353
H 3.225 -0.992 -0.452
H 5.012 -0.856 -0.265
C 3.568 0.050 -3.131
H 3.799 -2.061 -2.489
H 5.321 -1.109 -2.660
H 2.482 -0.182 -3.137
H 3.945 0.178 -4.161
O -0.577 -0.473 -1.454
N -1.866 -0.430 -1.947
C -2.946 -0.596 -1.162
C -4.206 -0.536 -1.720
C -4.349 -0.234 -3.072
C -3.209 -0.024 -3.853
C -1.957 -0.138 -3.270
H -2.787 -0.750 -0.092
H -5.055 -0.696 -1.048
H -5.347 -0.171 -3.520
H -3.256 0.212 -4.912
H -1.017 -0.032 -3.794
```